Entry 1:
A cluster of 3 separate species, C15H32BN2O10P2S2 in total, computed with ωB97M-V with the def2-TZVPD basis set.

Last column: Mulliken charge in e.
Atoms and positions in Å:
H: -4.906 -0.982 7.120  0.2194
C: 0.416 -1.755 -0.750  -0.3838
H: 1.706 3.927 0.525  0.3280
O: 0.620 5.925 -2.614  -0.4366
H: 1.390 -1.396 -3.961  -0.3090
P: -2.241 -0.574 5.714  0.9888
C: 2.699 -3.283 -1.722  -0.0118
O: -2.637 0.315 4.425  -0.3477
O: 2.011 -3.315 -2.941  -0.6861
H: 0.409 7.892 -2.165  0.2301
H: -0.100 -1.957 6.754  0.3166
C: -2.646 -1.572 -3.960  -0.1272
N: -1.222 0.122 -4.333  -0.5444
H: -2.289 -0.871 -5.987  0.3706
H: 3.241 2.160 -2.277  0.2559
C: -4.687 -0.092 6.533  -0.4930
C: -0.001 -1.991 5.671  -0.6877
H: -0.333 -2.959 5.299  0.2817
C: 3.610 -1.998 -1.595  -0.4978
H: 3.469 -4.082 -1.897  0.4389
O: -0.766 -0.955 5.041  -0.2767
H: -2.788 -1.347 3.157  0.3912
H: 0.245 -3.331 0.696  0.3714
H: 1.617 -2.301 1.047  0.3813
C: 1.110 7.083 -1.959  -0.5044
C: 2.291 2.156 -2.807  -0.5641
H: -1.615 -0.098 2.674  0.2423
H: -3.348 0.206 2.507  0.3496
H: 1.044 -1.851 5.401  0.2414
H: 2.854 -2.400 -4.784  -0.2886
C: -1.194 -0.078 -3.054  -0.2984
S: -1.274 -1.259 -0.176  0.0078
C: 0.621 3.904 0.417  -0.4935
N: -2.064 -1.128 -2.805  0.2207
O: 0.203 4.509 -0.801  -0.3449
H: -4.963 -0.251 5.491  0.2630
O: 3.297 -1.341 -2.782  -0.6085
H: 2.752 -4.101 0.249  0.3228
S: -3.575 -2.727 -1.303  -0.3212
H: 0.270 2.873 0.459  0.1135
O: -2.861 -1.941 5.709  -0.6324
H: 0.356 -2.130 -1.780  0.3989
B: 2.390 -2.065 -3.696  0.7417
C: 1.976 -3.817 -0.482  -0.9863
H: 1.981 1.121 -2.956  0.1142
H: 1.016 -0.836 -0.755  0.1602
O: -3.315 0.253 6.659  -0.4195
H: 0.168 4.460 1.238  0.2584
C: -2.072 -0.772 -4.931  -0.6233
H: 3.411 -1.421 -0.669  0.1950
C: -2.342 -1.691 -1.551  0.3035
H: 2.402 2.640 -3.774  0.3593
O: 1.290 2.815 -2.000  -0.1066
P: 1.189 4.464 -2.090  0.9410
H: -5.266 0.741 6.932  0.2318
H: 4.666 -2.328 -1.551  0.3024
C: -2.591 -0.275 3.123  -0.6785
H: 1.434 -4.733 -0.745  0.3237
H: 2.085 7.357 -2.359  0.2234
H: -0.622 0.455 -2.307  0.5669
C: 1.067 -2.768 0.219  -0.7344
H: 1.174 6.934 -0.882  0.2600
H: -3.368 -2.358 -4.103  0.3507
O: 2.609 4.818 -1.754  -0.6597

Results
LUMO energy in Ha: 0.0116
Net charge: -1
Kohn-Sham gap in eV: 4.27

=====

Entry 2:
A cluster of 10 separate species, C15H32Cl18NO2 in total, computed with ωB97M-V with the def2-TZVPD basis set.

Last column: Mulliken charge in e.
Atoms and positions in Å:
Cl: 1.579 -0.037 0.110  -0.0293
O: -1.451 -5.160 1.489  -0.3632
H: 3.793 1.116 -0.848  -0.4431
Cl: 5.275 1.344 -2.667  -0.1677
H: -0.904 -3.228 1.150  -0.3065
H: -2.880 -6.487 0.666  0.3113
Cl: 7.448 7.362 -2.629  -0.1572
C: -2.983 -3.352 0.660  -0.4824
H: 2.719 5.046 0.469  0.2514
Cl: -2.881 -4.836 6.533  -0.1435
H: -3.494 -1.966 5.054  0.2146
O: -4.891 -2.635 3.686  -0.4011
H: -0.779 2.052 0.353  -0.0612
Cl: 5.497 2.495 0.009  -0.1543
H: -4.658 -5.198 1.222  0.4518
H: -2.818 -3.453 2.682  0.2367
Cl: -0.259 -1.293 1.998  -0.0509
C: 1.434 -0.902 1.642  -0.6693
H: 3.494 9.562 0.684  0.3272
H: 2.000 -1.826 1.582  0.3452
H: 5.546 8.744 -2.709  -0.1349
C: -4.040 -1.573 4.182  -0.5696
C: -1.567 -3.988 0.688  0.1764
H: -5.691 -3.228 1.924  0.3580
Cl: 3.961 7.285 0.310  -0.1295
N: -3.576 -3.609 2.014  0.4181
Cl: 3.259 9.331 -1.646  -0.1448
H: 7.013 9.648 -2.271  0.2766
Cl: -2.559 3.119 1.459  -0.1590
C: 2.319 4.431 -0.324  0.3692
H: 2.987 0.239 -3.838  0.0588
H: -3.295 -1.289 3.418  0.2804
Cl: -0.254 -1.907 -9.063  -0.1431
H: 2.013 1.235 -4.941  0.3318
H: 2.037 8.644 0.243  0.2428
H: -4.300 -5.337 3.007  0.4734
H: -1.211 -4.118 -0.349  0.3962
C: -4.765 -2.767 2.300  -0.4703
C: -1.781 2.345 0.074  0.0324
Cl: -2.666 0.900 -0.437  -0.1748
H: -4.644 -0.715 4.504  0.2864
H: -2.471 -6.673 2.366  0.2478
C: 4.874 1.152 -0.955  0.4577
H: -1.156 -5.990 5.421  0.3676
H: 0.016 -2.179 -6.744  -0.2747
Cl: -3.105 -7.070 4.661  -0.1678
H: -2.101 -4.967 4.317  -0.3480
Cl: 6.776 9.412 -4.601  -0.1626
Cl: 1.091 -0.912 -4.632  -0.2239
H: 1.824 -0.278 2.439  0.3267
H: 2.877 3.503 -0.392  -0.3108
C: 6.600 8.885 -2.923  0.1725
H: 5.313 0.227 -0.594  0.3290
C: -2.647 -5.912 1.580  -0.3905
C: -2.154 -5.661 5.152  0.3118
Cl: 2.464 5.295 -1.857  -0.1233
H: 0.177 -3.717 -7.623  0.2701
C: -0.387 -2.793 -7.542  0.3525
Cl: -2.069 -3.184 -7.162  -0.1570
H: -3.651 -3.731 -0.124  0.3941
C: 1.980 0.529 -4.118  -0.1617
H: -2.837 -2.269 0.503  0.1236
Cl: 0.628 4.051 0.048  -0.1973
H: -1.751 3.046 -0.752  0.3872
Cl: 1.201 1.304 -2.732  -0.0381
H: -4.706 -1.772 1.831  0.3913
C: -3.904 -5.085 2.016  -0.7865
C: 3.089 8.798 0.029  -0.2724

Results
LUMO energy in Ha: -0.0885
Net charge: +1
Kohn-Sham gap in eV: 9.41

=====

Entry 3:
A cluster of 3 separate species, C15H32FO6 in total, computed with ωB97M-V with the def2-TZVPD basis set.

Last column: Mulliken charge in e.
Atoms and positions in Å:
O: 1.491 0.193 0.664  -0.2540
H: -1.997 4.118 3.254  0.3192
C: -1.573 4.058 -1.086  0.6333
O: -1.938 3.526 -2.121  -0.6288
H: 1.058 -6.706 -3.225  0.3173
H: 1.977 1.900 -0.434  0.5138
H: -1.242 -0.025 0.755  0.1208
H: -2.417 -4.352 -0.921  0.2863
H: -1.148 2.142 2.595  0.3150
H: -1.742 0.197 -0.913  0.2771
H: 4.704 -0.694 0.994  0.3916
H: 4.196 2.126 2.784  0.3215
H: -4.130 0.515 0.554  0.4372
C: 3.710 2.233 1.807  -0.6600
O: 1.379 -5.501 -1.569  -0.3800
H: -2.632 5.759 -0.575  0.4180
H: 2.629 2.140 1.927  0.2603
H: -0.819 5.058 1.329  0.1026
F: -0.236 3.987 -0.795  -0.2383
H: 2.530 -3.904 -2.095  0.3698
H: 3.579 -0.146 2.250  0.3455
C: 0.592 -3.203 -1.541  -0.2665
H: 2.487 -1.568 0.536  0.2295
C: 2.674 -0.505 0.341  -0.3038
H: -0.410 -5.980 -2.516  0.2973
H: 1.255 -4.304 -3.258  0.3217
H: 2.916 -0.391 -0.721  0.3840
H: 0.842 0.770 -1.225  0.3642
C: -1.420 -4.041 -0.615  -0.7445
C: -3.157 1.000 0.547  -0.0535
C: 1.489 -4.229 -2.192  -0.6127
H: -3.222 1.799 -0.194  0.0103
H: 0.311 1.764 0.143  -0.5500
H: 0.789 -2.224 -1.988  0.3056
O: -0.778 -3.499 -1.755  -0.4178
H: -0.880 -4.907 -0.224  0.3388
H: 0.436 -7.292 -1.668  0.2392
C: 3.838 -0.051 1.192  -0.7487
H: -2.517 -1.022 0.067  0.3513
C: -1.882 2.495 1.869  0.8951
H: -1.386 2.495 0.900  -0.8311
H: -3.349 4.241 -0.066  0.2193
H: 0.810 -3.134 -0.472  0.3557
C: -2.361 3.909 2.248  -1.1491
H: -1.514 -3.285 0.171  0.2824
H: -3.448 3.890 2.325  0.3710
C: 1.147 1.211 -0.269  -0.1498
C: -2.420 4.808 -0.084  -0.3521
O: 4.218 1.280 0.889  -0.3746
C: 0.570 -6.408 -2.290  -0.6950
H: 3.934 3.221 1.409  0.2429
O: -2.932 1.506 1.826  -0.5153
C: -2.099 -0.018 0.090  -0.7813
C: -1.911 5.050 1.344  -0.9311

Results
LUMO energy in Ha: 0.0884
Relative energy (zero: lowest compared OMol25 entry of this formula, charge and spin) in kJ/mol: 0.0
Net charge: -1
Kohn-Sham gap in eV: 3.94

=====

Entry 4:
A structure of composition C15H32FeN8O6, computed with ωB97M-V with the def2-TZVPD basis set.

Last column: Mulliken spin population.
Atoms and positions in Å:
N: -0.609 -2.841 2.243  0.0072
C: -1.107 2.788 0.298  0.2300
H: 0.354 -2.516 0.393  0.0013
N: 2.095 0.564 -0.654  0.1282
H: -1.734 -0.642 -2.057  0.0208
C: -1.669 -2.182 3.050  -0.0007
H: -3.881 3.099 -0.789  0.0141
C: 1.709 -1.430 -1.779  0.1099
H: 4.316 -1.929 -1.179  -0.0001
H: -2.504 -0.264 -5.506  0.0006
H: 1.987 2.350 0.448  0.0097
O: 2.934 1.470 -0.205  0.3764
H: 2.969 -3.049 -2.325  0.0023
H: -2.598 -2.185 2.462  -0.0006
N: 0.133 2.250 0.150  0.1513
H: 1.460 -3.242 2.402  -0.0002
H: -3.856 2.348 0.783  0.0070
C: -1.387 3.888 1.253  -0.0093
H: 1.476 0.399 2.384  -0.0064
N: -1.333 -0.779 3.405  0.0074
C: -0.046 -0.793 4.146  -0.0003
C: 1.202 -0.632 2.112  0.0059
H: -0.525 4.556 1.355  0.0075
C: -0.943 0.556 -4.660  0.0019
H: -1.626 3.489 2.253  0.0145
H: -1.189 1.337 -3.939  -0.0009
O: -0.520 -1.540 -2.353  0.4398
H: -4.104 1.344 -0.664  0.0032
Fe: 0.231 0.567 -0.655  2.8499
H: 4.751 -0.214 -1.259  -0.0003
C: -0.433 -2.048 1.006  0.0051
O: 1.525 2.907 -3.224  0.0009
N: 1.056 -1.410 3.365  0.0068
O: -2.005 -0.403 -4.685  -0.0018
N: -1.544 0.920 -0.994  0.1226
C: 2.646 -0.608 -1.118  0.0049
H: -2.255 4.479 0.934  0.0034
H: 1.499 -2.941 -3.294  0.0021
C: -3.554 2.198 -0.260  -0.0091
H: -1.803 -2.752 3.980  0.0001
H: -0.867 1.016 2.389  -0.0073
H: 2.023 -1.068 1.522  0.0013
N: -0.058 -0.637 1.315  0.1128
H: 0.531 -3.376 3.935  0.0002
H: -0.045 0.034 -4.323  -0.0033
H: -2.081 -0.016 1.588  -0.0017
H: 1.036 3.519 -2.620  -0.0009
O: -2.384 0.084 -1.669  0.0403
H: 1.407 -3.529 -1.630  0.0053
H: -1.379 -2.078 0.444  -0.0066
H: 2.241 2.574 -2.641  -0.0036
N: 0.440 -0.904 -1.743  0.0649
C: 4.056 -0.933 -0.800  0.0046
C: -1.132 -0.026 2.144  0.0002
H: 0.237 0.242 4.380  -0.0004
C: -2.094 2.000 -0.372  0.2459
C: 1.907 -2.803 -2.286  0.0003
H: -0.787 1.002 -5.659  0.0005
C: 0.660 -2.795 3.010  0.0002
H: -0.188 -1.363 5.075  0.0001
H: 4.217 -0.910 0.293  0.0024
O: 1.143 2.855 0.821  0.0401

Results
LUMO energy (alpha / beta) in Ha: -0.1940 / -0.2189
⟨S²⟩: 8.85
Relative energy (zero: lowest compared OMol25 entry of this formula, charge and spin) in kJ/mol: 0.0
Spin multiplicity: 6
Net charge: +1
Kohn-Sham gap (alpha / beta) in eV: 4.24 / 5.99

=====

Entry 5:
A structure of composition C15H32GdN4O2P2, computed with ωB97M-V with the def2-TZVPD basis set.

Last column: Mulliken spin population.
Atoms and positions in Å:
H: -2.074 1.856 -2.947  0.0064
H: -0.623 -4.163 -1.927  0.0072
H: 1.121 -0.893 -4.970  -0.0004
H: -1.723 -2.010 -3.107  0.0348
C: -2.958 -0.240 2.680  -0.0024
H: 1.681 1.426 1.933  0.0023
N: 0.536 0.478 3.462  -0.0025
H: -3.511 -1.033 3.204  0.0000
H: 2.596 -1.834 -4.455  0.0023
C: -1.811 -1.869 -2.006  -0.0690
C: -2.250 -0.416 -1.756  0.0219
C: -0.576 0.089 2.808  -0.0003
H: 1.688 1.151 -5.242  -0.0003
C: -1.074 1.581 -2.503  -0.0024
H: -1.108 3.490 -1.546  0.0003
H: -3.619 0.637 2.598  -0.0001
H: -2.600 -2.546 -1.655  0.0181
H: 2.050 3.362 -1.262  0.0004
O: -0.509 -0.274 1.579  0.0401
N: -0.521 -2.139 -1.350  0.5330
H: 0.236 2.196 4.635  0.0001
H: 1.429 1.009 5.231  -0.0001
N: -1.765 0.085 3.432  0.0011
H: 2.569 0.882 3.379  0.0002
C: 1.768 0.621 2.687  -0.0022
Gd: 0.534 -0.290 -0.371  6.5301
C: -0.332 2.840 -1.962  0.0021
C: 2.162 0.125 -3.443  -0.0013
C: 0.453 1.124 4.752  0.0002
H: -0.631 1.286 -3.418  0.0104
C: -0.012 -3.365 -1.455  -0.0394
H: -0.748 0.957 6.509  0.0000
C: -0.639 0.453 5.544  0.0001
H: -2.958 -0.396 -0.895  0.0101
H: -0.369 -0.586 5.748  0.0001
H: 0.183 3.331 -2.789  0.0004
H: 3.244 1.744 -4.543  -0.0004
P: 0.963 2.716 -0.609  0.0071
H: 1.537 -4.775 -1.231  0.0168
H: -2.379 1.511 4.842  0.0000
N: -1.148 0.531 -1.519  0.2936
P: 2.399 -2.614 -0.207  0.0027
H: 2.030 -0.329 2.198  0.0027
H: 0.513 3.882 0.034  -0.0009
H: 1.064 -1.715 -3.453  -0.0060
C: 1.268 -3.738 -1.019  0.4937
H: 1.653 2.162 -3.815  -0.0005
C: -1.945 0.494 4.814  -0.0001
C: 2.227 1.357 -4.303  0.0016
C: 1.772 -1.171 -4.106  0.0113
H: -2.787 -0.079 -2.662  -0.0056
H: -2.692 -0.584 1.678  0.0022
H: -2.674 -0.185 5.262  0.0000
H: 2.815 -3.537 0.798  0.0202
H: 3.497 -2.859 -1.092  0.0270
O: 2.048 0.259 -2.191  0.0334

Results
LUMO energy (alpha / beta) in Ha: -0.2100 / -0.2967
⟨S²⟩: 20.34
Relative energy (zero: lowest compared OMol25 entry of this formula, charge and spin) in kJ/mol: 0.0
Spin multiplicity: 9
Net charge: +2
Kohn-Sham gap (alpha / beta) in eV: 8.31 / 5.54

=====

Entry 6:
A cluster of 2 separate species, C15H32IN3O4PS2 in total, computed with ωB97M-V with the def2-TZVPD basis set.

Last column: Mulliken charge in e.
Atoms and positions in Å:
C: 5.271 -1.184 6.068  0.7038
H: 1.617 -1.815 0.949  0.3097
N: -4.930 0.937 -1.501  0.2157
H: 1.899 -2.105 -4.199  0.3355
H: -6.451 0.767 -2.943  0.4877
H: -7.693 -0.999 -2.019  0.3243
O: 2.375 0.362 -1.008  -0.3636
H: -1.267 3.795 -1.285  0.4920
H: -4.506 1.582 0.455  0.4408
H: 6.503 0.474 6.411  0.1617
O: 3.789 -1.329 -4.596  -0.5082
H: 0.554 2.199 -3.177  0.4976
S: -3.508 3.204 -1.379  -0.1640
H: 2.930 -1.859 -2.781  0.2727
H: -6.331 -1.666 -1.110  0.3439
H: -1.624 1.177 -2.798  0.4140
C: -5.893 0.113 -2.269  -0.7247
C: -1.189 1.754 -1.982  -0.4995
C: 2.660 -1.452 -3.762  -0.5738
C: -6.828 -0.735 -1.414  -0.6460
I: -0.225 -1.533 -1.672  0.0934
P: 1.248 0.277 -2.086  0.5004
H: -6.554 0.647 1.479  0.3595
H: 2.913 -3.319 2.258  0.4166
H: 2.849 0.944 0.880  0.3966
H: 2.964 0.651 -3.608  0.3956
C: 2.508 -1.186 0.917  -0.3495
H: 1.433 0.232 -4.437  0.4850
H: -5.983 2.278 -0.235  0.4122
H: 0.801 2.514 -1.455  0.5049
H: 7.156 -0.788 5.425  0.2171
C: 3.154 -2.535 2.979  -1.2100
C: 2.171 0.214 0.443  -0.6650
C: -6.191 0.287 0.518  -0.7625
H: 4.121 -2.765 3.416  0.3060
H: -5.567 -0.603 0.681  0.3689
H: -5.323 -0.564 -2.905  0.3869
C: 3.147 -1.153 2.310  -0.5116
H: 4.167 -0.775 2.216  0.3063
N: 6.393 -0.411 5.955  -0.4091
C: -5.380 1.369 -0.157  -0.7000
C: 0.329 1.834 -2.169  -0.9138
H: -1.432 1.260 -1.039  0.3616
O: 5.170 -2.271 5.527  -0.6378
S: -3.981 1.663 -3.880  -0.2606
C: -4.218 1.812 -2.257  0.1911
H: 4.268 -2.162 -4.624  0.3323
H: -1.760 3.597 -2.979  0.4441
H: 4.343 0.226 7.308  0.1651
H: 1.152 0.518 0.692  0.3739
H: 2.416 -2.596 3.777  0.2657
O: -7.302 -0.061 -0.272  -0.3743
C: -1.799 3.148 -1.986  -0.8705
C: 2.107 -0.030 -3.619  -0.5759
N: 4.269 -0.653 6.832  -0.4055
H: 3.212 -1.629 0.208  0.2538
H: 3.449 -1.215 6.965  0.2166
H: 2.596 -0.442 2.932  0.3731

Results
LUMO energy in Ha: -0.1272
Relative energy (zero: lowest compared OMol25 entry of this formula, charge and spin) in kJ/mol: 0.0
Net charge: +1
Kohn-Sham gap in eV: 7.18

=====

How do the records compare in energy? In the order shown, they have -2956.6257, -9079.1008, -1141.8888, -2743.4494, -2408.0762, -2491.2196 hartree.